Model i:
A molecular structure, C20H60O20. Source: OMol25; level of theory: the ωB97M-V functional and the def2-TZVPD basis.

CARTESIAN COORDINATES (ANGSTROEM)
C 4.41576 -2.54084 4.59399
C 5.68278 -1.67582 4.43790
O 5.57038 -0.46007 5.15515
O 3.26771 -1.85609 4.09259
H 4.24828 -2.61564 5.67444
H 4.57525 -3.54000 4.18275
H 5.76666 -1.48403 3.36341
H 6.54877 -2.18589 4.85070
H 4.90925 0.07769 4.70559
H 2.57370 -2.52168 4.06132
C -5.01844 0.57879 1.72836
C -5.27850 -0.57000 2.68736
O -6.40392 -1.34587 2.22495
O -6.14681 1.45937 1.67015
H -4.78831 0.07303 0.78922
H -4.17977 1.15273 2.12578
H -5.43343 -0.32939 3.73792
H -4.46111 -1.28355 2.57523
H -7.20789 -0.89645 2.50125
H -6.10507 1.89188 0.81293
C -0.89978 3.68928 0.43014
C 0.25870 3.33833 -0.49219
O 1.37820 2.75057 0.15326
O -1.68462 2.58953 0.86454
H -1.52463 4.45886 -0.03781
H -0.52858 4.22350 1.31087
H 0.53766 4.30330 -0.93370
H 0.04651 2.60357 -1.26972
H 1.84310 3.38200 0.71057
H -1.63224 1.87275 0.20717
C 0.32746 -0.21439 0.79410
C -1.01862 -0.50156 0.17516
O -1.38820 0.39513 -0.87643
O 0.70820 -1.21048 1.72517
H 0.21475 0.75144 1.30148
H 1.11474 -0.07149 0.05535
H -1.88757 -0.62386 0.83241
H -1.01018 -1.52076 -0.23579
H -1.63370 -0.09906 -1.66198
H 1.53039 -1.54793 1.35855
C -4.81197 -1.97711 -3.56815
C -5.43805 -1.28741 -4.75295
O -6.06103 -0.04683 -4.26555
O -4.03924 -1.12513 -2.71872
H -4.07435 -2.68131 -3.95068
H -5.60611 -2.36908 -2.93127
H -6.29452 -1.78654 -5.20665
H -4.75337 -0.92456 -5.52311
H -6.56871 0.40901 -4.94154
H -4.62401 -0.70997 -2.07805
C 5.20972 1.07402 -2.21104
C 3.72044 1.32778 -2.10845
O 3.25516 0.64092 -0.94860
O 6.08287 1.98794 -1.58234
H 5.50610 0.93795 -3.26100
H 5.43627 0.11680 -1.73784
H 3.13769 0.96782 -2.96225
H 3.52323 2.40683 -2.10006
H 2.52717 1.10342 -0.51775
H 5.97664 2.84299 -2.01443
C -2.75780 3.39236 -3.31043
C -3.66455 2.17017 -3.32685
O -3.85138 1.81389 -4.69877
O -1.66514 3.24239 -4.21098
H -2.35093 3.50516 -2.30343
H -3.32494 4.25605 -3.68190
H -4.63238 2.34052 -2.84907
H -3.22166 1.26223 -2.90781
H -4.42452 1.05048 -4.80990
H -2.12892 2.81650 -4.95782
C 3.13326 -3.05491 -2.60978
C 1.82616 -2.27938 -2.73329
O 1.64186 -1.50914 -1.55780
O 4.27122 -2.20851 -2.76568
H 3.16061 -3.83421 -3.38319
H 3.27484 -3.57122 -1.65740
H 1.10062 -3.06259 -2.95186
H 1.89589 -1.54458 -3.54031
H 2.44620 -0.96726 -1.44290
H 4.89807 -2.34971 -2.05237
C 3.95710 -3.34058 1.01587
C 5.03816 -3.59211 0.02068
O 5.26670 -2.49870 -0.87093
O 2.65672 -3.38580 0.42740
H 4.04416 -2.41036 1.59067
H 3.99460 -4.19527 1.70759
H 4.73559 -4.48617 -0.52801
H 5.97594 -3.78097 0.55011
H 4.94825 -1.68922 -0.45849
H 2.03701 -3.41498 1.16304
C -1.95511 1.17114 4.88692
C -0.99257 2.20517 4.25743
O -1.08154 3.51805 4.77537
O -3.23870 1.56261 4.38319
H -1.98290 1.32704 5.97108
H -1.66424 0.12905 4.75505
H -1.17846 2.24384 3.18021
H 0.05882 1.90549 4.29773
H -1.93275 3.88330 4.51253
H -3.70409 1.97582 5.11237

E_HOMO in eV: -8.85

=====

Model ii:
10 unconnected molecules or ions with the total composition C20H60O20. Source: OMol25; level of theory: the ωB97M-V functional and the def2-TZVPD basis.

CARTESIAN COORDINATES (ANGSTROEM)
O 0.52930 -6.26284 2.13722
C -0.55428 -5.31253 1.93982
C -0.50143 -4.54590 0.59298
O -0.96031 -5.50585 -0.34671
H 0.23553 -6.97286 2.71269
H -1.51250 -5.82645 2.01598
H -0.53222 -4.64322 2.79984
H 0.51533 -4.28851 0.29626
H -1.07561 -3.62618 0.48106
H -0.42411 -5.41073 -1.13730
O 2.83048 3.51953 3.73708
C 2.45029 2.37977 4.44947
C 1.44708 2.70861 5.59586
O 2.04192 3.45699 6.68999
H 3.27242 4.06139 4.39485
H 2.01547 1.72901 3.69083
H 3.31656 1.88505 4.88870
H 0.97251 1.80928 5.98842
H 0.55747 3.27882 5.32835
H 2.74947 3.96483 6.28617
O 1.18078 6.45878 -2.60155
C 1.70810 5.66249 -1.56331
C 2.04837 4.21095 -2.02453
O 0.84748 3.71339 -2.53919
H 1.56661 7.33509 -2.53213
H 2.65771 6.06458 -1.21023
H 1.11071 5.68572 -0.65190
H 2.37269 3.60844 -1.17606
H 2.80069 4.27467 -2.81069
H 0.68226 4.27321 -3.30137
O 4.21184 -2.16765 3.22509
C 3.08946 -2.85925 2.55599
C 2.02509 -1.75108 2.16072
O 2.30394 -1.27738 0.89782
H 4.78364 -2.90603 3.44744
H 3.39929 -3.53232 1.75656
H 2.65917 -3.40977 3.39257
H 1.95129 -1.04036 2.98385
H 1.09663 -2.32191 2.14672
H 1.86955 -0.42930 0.78094
O 2.03522 -2.20818 -3.16930
C 2.64246 -3.41377 -2.71163
C 1.99412 -4.70720 -3.19553
O 0.68567 -4.76613 -2.61650
H 1.33297 -1.91856 -2.58230
H 3.66983 -3.47766 -3.07013
H 2.81904 -3.51994 -1.64128
H 2.55495 -5.55668 -2.80573
H 2.07523 -4.68333 -4.28225
H 0.25420 -4.05207 -3.09143
O -2.17226 3.41221 -1.59678
C -2.84789 3.80056 -2.79357
C -4.15625 3.07419 -2.93414
O -5.32211 3.61350 -2.26110
H -1.22320 3.51457 -1.69882
H -3.11776 4.85660 -2.80008
H -2.14668 3.66031 -3.61621
H -3.98606 2.04187 -2.62844
H -4.43849 2.91352 -3.97463
H -5.31695 3.30216 -1.35300
O -0.68782 -3.41328 -4.63260
C -0.32070 -2.31240 -5.47305
C -1.11793 -0.99998 -5.23585
O -0.84774 -0.20616 -6.40581
H -1.55369 -3.71273 -4.91933
H 0.71418 -2.02282 -5.29062
H -0.35915 -2.61486 -6.51954
H -0.96989 -0.42994 -4.31866
H -2.19402 -1.17014 -5.20169
H -1.67833 0.25016 -6.55906
O 0.92466 3.58051 1.54561
C -0.34812 3.80917 2.16371
C -0.31210 5.30049 2.61354
O 0.65583 5.76598 3.51546
H 1.57673 3.89732 2.17492
H -1.17020 3.67379 1.46089
H -0.43359 3.10061 2.98756
H -1.26200 5.55296 3.08476
H -0.25366 5.95245 1.74196
H 0.29394 5.48706 4.35976
O 0.90630 0.97210 0.80476
C 0.47231 0.83058 -0.53870
C -0.40848 -0.36061 -0.66599
O 0.39849 -1.44002 -0.93140
H 1.07017 1.91095 0.92018
H -0.12609 1.64137 -0.95420
H 1.28283 0.75339 -1.26340
H -1.11042 -0.13218 -1.46798
H -1.00752 -0.53082 0.22859
H 1.08758 -1.54075 -0.27064
O -2.94038 -2.97668 3.40440
C -3.55775 -2.59664 2.15727
C -4.28114 -3.77769 1.54616
O -5.37915 -4.19786 2.34770
H -3.64390 -3.20219 4.01743
H -4.27560 -1.78921 2.30167
H -2.79693 -2.26113 1.45251
H -3.59848 -4.61064 1.37804
H -4.69196 -3.56294 0.55965
H -5.13052 -4.49377 3.22646

E_HOMO in eV: -9.39

=====

Model iii:
10 unconnected molecules or ions with the total composition C20H60O20. Source: OMol25; level of theory: the ωB97M-V functional and the def2-TZVPD basis.

CARTESIAN COORDINATES (ANGSTROEM)
O 4.47627 -2.89062 2.63074
C 3.70727 -2.31162 1.56574
C 4.60627 -1.03062 1.16774
O 4.08327 -0.51662 0.03874
H 4.97527 -3.42762 2.27374
H 3.34327 -2.94962 0.59674
H 2.65527 -2.08862 1.88274
H 5.49427 -1.38462 1.18574
H 4.50127 -0.25562 1.96174
H 3.24527 -0.27762 0.05474
O -2.10173 1.12538 -2.35726
C -2.78573 1.26438 -3.63026
C -3.43273 2.58938 -3.66126
O -3.92273 2.76838 -4.89026
H -2.63273 1.18538 -1.78226
H -2.03973 0.94438 -4.39826
H -3.40473 0.39438 -3.84026
H -2.76273 3.13638 -3.36326
H -4.30973 2.61438 -3.00526
H -3.24873 3.30238 -5.38826
O 2.82327 4.55438 2.89874
C 4.23127 4.22838 2.70374
C 4.53027 2.70138 2.63574
O 5.97627 2.58838 2.40874
H 2.57227 5.45738 2.79774
H 4.52627 4.66538 1.83574
H 4.63527 4.65138 3.61874
H 4.19227 2.12438 1.83474
H 4.26427 2.04538 3.53674
H 6.36627 2.72238 3.24574
O 2.87527 -0.44062 -4.36926
C 1.81727 -1.03662 -3.61026
C 0.59827 -0.17662 -3.66126
O -0.56473 -0.88262 -3.26326
H 3.71627 -1.12562 -4.38826
H 1.71727 -2.00762 -4.03526
H 2.04427 -1.20462 -2.60326
H 0.42127 -0.00762 -4.74126
H 0.78027 0.77138 -3.05026
H -1.23473 -0.17662 -3.09826
O 2.04127 -5.38162 -1.39126
C 0.81527 -4.93962 -1.94126
C 0.39227 -3.64462 -1.26926
O -0.83873 -3.27662 -1.80526
H 1.94627 -5.60362 -0.46826
H 1.06027 -4.75862 -3.05326
H 0.09227 -5.80062 -1.76426
H 1.19527 -2.95162 -1.53226
H 0.26727 -3.62262 -0.27026
H -0.55073 -2.70662 -2.59926
O 1.58627 3.38438 0.13074
C 0.95427 4.54238 -0.54726
C 0.20927 4.01738 -1.70726
O -0.09573 5.23338 -2.38826
H 1.76527 3.80138 1.00874
H 0.34927 5.10338 0.07274
H 1.82427 5.34838 -0.94726
H -0.65573 3.44238 -1.42826
H 0.82627 3.30038 -2.35426
H 0.66027 5.65238 -2.95926
O -1.42673 -5.84062 5.07774
C -1.42173 -4.35862 5.07874
C -0.62373 -4.04262 3.81874
O -0.39073 -2.70462 3.74674
H -2.15073 -6.04162 4.54274
H -2.44273 -3.92962 5.04974
H -1.00173 -4.05762 5.91874
H -1.26873 -4.35362 3.00074
H 0.31727 -4.50662 3.51674
H 0.23427 -2.69062 4.50874
O -4.54373 2.36538 -0.26426
C -3.56173 3.21538 0.25874
C -2.91073 2.58038 1.47074
O -1.83673 3.50338 1.84274
H -5.19873 2.44138 0.32374
H -2.89073 3.49638 -0.62026
H -4.03673 4.11938 0.62374
H -2.50073 1.65838 1.49074
H -3.77073 2.49738 2.27274
H -2.09373 4.18138 2.33874
O -1.44273 -0.89062 1.84574
C -0.56973 -0.52962 0.77074
C 0.48927 0.57038 1.18474
O 1.51627 0.75038 0.33374
H -0.91973 -1.32162 2.38274
H -0.14373 -1.41262 0.44874
H -0.99173 -0.37162 -0.20226
H 0.85327 0.51138 2.22474
H -0.19573 1.26538 1.30174
H 1.73827 1.76638 0.15074
O -4.17173 -1.88162 -2.29826
C -3.65373 -1.57462 -1.05826
C -3.98773 -2.64262 0.02774
O -3.82273 -2.04462 1.28874
H -3.49873 -2.64662 -2.63726
H -2.70873 -1.52862 -1.02326
H -4.01673 -0.68462 -0.68426
H -3.43373 -3.54662 0.04874
H -4.93373 -2.81562 0.01974
H -3.16573 -1.28762 1.35474

E_HOMO in eV: -9.15

=====

Most stable = model ii

=====

Model i:
2 unconnected molecules or ions with the total composition C2H4O2S2. Source: OMol25; level of theory: the ωB97M-V functional and the def2-TZVPD basis.

CARTESIAN COORDINATES (ANGSTROEM)
C 1.69144 -0.82716 0.37351
C -0.21937 0.24981 -0.61633
O 4.29139 -0.12806 0.69334
O 2.80909 1.10876 -0.93494
S -0.95078 1.22604 0.55616
S 2.91504 0.20366 0.22150
H 1.53066 -1.49941 1.11322
H 0.37478 0.91517 -1.35775
H -0.78660 -0.71355 -0.93030
H -1.56952 0.33439 1.48251

E_HOMO (spin up / spin down) in eV: -9.04 / -9.03

=====

Model ii:
2 unconnected molecules or ions with the total composition C2H4O2S2. Source: OMol25; level of theory: the ωB97M-V functional and the def2-TZVPD basis.

CARTESIAN COORDINATES (ANGSTROEM)
C -0.49280 -1.14826 -2.21345
C -1.22021 0.56928 -0.00203
O 3.24379 0.17448 0.90500
O 1.51222 -0.10522 2.59291
S -0.39719 -0.96978 -0.61235
S 2.47734 -0.72105 1.72192
H -1.02849 -0.35526 -2.73707
H -1.22762 0.52886 1.07902
H -2.23022 0.61125 -0.39481
H -0.63682 1.41570 -0.33915

E_HOMO in eV: -8.87

=====

Most stable = model ii

=====

Model i:
A molecular structure, C19H20AsN3O6S2TeV. Source: OMol25; level of theory: the ωB97M-V functional and the def2-TZVPD basis.

CARTESIAN COORDINATES (ANGSTROEM)
V 0.24705 0.31569 -0.36725
O 2.96020 -1.91661 -1.72640
As 2.65612 -0.38326 -0.87218
O 3.74009 0.70122 -1.52649
O 0.44202 1.93629 -0.70730
C 3.36407 -0.85621 0.91496
C 4.72533 -0.73693 1.14305
C 5.26572 -1.03870 2.38818
C 4.44565 -1.45322 3.42642
C 3.07522 -1.56248 3.22540
C 2.55238 -1.26171 1.97885
S 0.79220 -1.33630 1.77599
O 0.33883 0.09088 1.68091
O 0.19745 -2.05444 2.86105
O 0.54517 -1.86949 0.41435
H 2.29857 -2.56181 -1.44397
H 5.36186 -0.39598 0.33437
H 6.33283 -0.94738 2.54769
H 4.86699 -1.69118 4.39429
H 2.41666 -1.88372 4.02113
N -2.60999 2.25863 -0.04543
N -2.68551 1.05989 0.67028
C -2.38461 -0.15418 0.19478
N -2.49563 -1.19044 1.03664
S -1.88950 -0.40779 -1.42422
H -3.16036 2.16444 -0.89180
H -1.63752 2.41760 -0.32126
H -2.94236 1.16568 1.63929
H -2.55460 -1.05152 2.03319
H -2.12847 -2.07317 0.71887
Te 2.63467 3.00471 -1.49270
C 3.34168 2.81848 0.47383
C 4.71765 2.92539 0.65435
C 5.26319 2.74257 1.91434
C 4.44247 2.43337 2.99206
C 3.07488 2.31501 2.80595
C 2.51865 2.51159 1.54760
C 1.52150 4.78666 -1.19281
C 0.71537 5.04486 -0.08849
C -0.00140 6.22836 -0.01255
C 0.07285 7.16065 -1.04050
C 0.86683 6.90596 -2.14751
C 1.58769 5.72109 -2.22246
H 5.36813 3.12826 -0.18725
H 6.33376 2.82547 2.05121
H 4.87274 2.27151 3.97199
H 2.42979 2.05340 3.63504
H 1.45534 2.38600 1.40933
H 0.63579 4.31949 0.70887
H -0.62665 6.42145 0.84979
H -0.49150 8.08198 -0.97782
H 0.92756 7.62522 -2.95389
H 2.20644 5.53402 -3.09420

2S+1: 4
E_HOMO (spin up / spin down) in eV: -7.78 / -8.46

=====

Model ii:
A molecular structure, C19H20AsN3O6S2TeV. Source: OMol25; level of theory: the ωB97M-V functional and the def2-TZVPD basis.

CARTESIAN COORDINATES (ANGSTROEM)
V -0.71979 -0.95582 0.00986
O -3.14826 0.11189 -3.79320
As -2.58555 -1.21085 -2.76713
O -3.75676 -2.35205 -2.65497
O -2.05777 -0.48806 -1.36435
C -1.08403 -1.76247 -3.88692
C -1.50546 -2.07721 -5.17495
C -0.61322 -2.45583 -6.16352
C 0.73876 -2.52302 -5.87772
C 1.18275 -2.23368 -4.59828
C 0.28647 -1.86501 -3.60478
S 1.01168 -1.63304 -1.98617
O 2.39811 -1.97311 -2.08686
O 0.21669 -2.51750 -1.07455
O 0.73774 -0.26404 -1.49205
H -4.11040 0.16047 -3.73149
H -2.56015 -2.01723 -5.41354
H -0.98136 -2.69291 -7.15308
H 1.45290 -2.80989 -6.63814
H 2.23231 -2.31046 -4.35313
N 1.09233 -1.07982 1.32621
N 1.00049 -0.54692 2.61829
C -0.04059 0.24638 2.96539
N 0.03169 0.77275 4.20167
S -1.33484 0.60855 1.96537
H 1.34091 -2.06380 1.37174
H 1.80303 -0.59537 0.77880
H 1.82869 -0.56868 3.19434
H 0.70261 0.45386 4.87979
H -0.75327 1.30952 4.52602
Te -1.78232 -3.30243 1.44224
C -1.54830 -4.86107 0.04073
C -2.21134 -4.82341 -1.17867
C -2.00451 -5.84294 -2.09496
C -1.13212 -6.88492 -1.80271
C -0.47267 -6.91399 -0.58399
C -0.68338 -5.90267 0.34507
C -3.87540 -3.37633 1.58355
C -4.46377 -3.87070 2.74181
C -5.84823 -3.92452 2.83335
C -6.63192 -3.49387 1.77249
C -6.03594 -3.00972 0.61632
C -4.65136 -2.94051 0.51549
H -2.88461 -4.01258 -1.43716
H -2.52226 -5.81043 -3.04516
H -0.96660 -7.67250 -2.52670
H 0.20506 -7.72505 -0.34869
H -0.17716 -5.93459 1.30216
H -3.85084 -4.21809 3.56346
H -6.31038 -4.31013 3.73338
H -7.71100 -3.53984 1.84568
H -6.64193 -2.68408 -0.21916
H -4.20070 -2.57970 -0.40229

2S+1: 4
E_HOMO (spin up / spin down) in eV: -7.34 / -8.41

=====

Most stable = model ii